[1]
This record from the OMol25 dataset describes a molecular structure, C16H17IrN2. The level of theory is ωB97M-V with the def2-TZVPD basis set.

Geometry as XYZ:
```
36
Properties=species:S:1:pos:R:3:forces:R:3
H -2.2345 1.5998 -3.1294 0.056 0.016 0.533
C 2.6706 -1.5328 -0.3508 -0.566 0.546 0.336
C 3.4693 -1.3942 0.8059 0.572 -0.878 -1.678
H 2.4241 -2.7003 -3.5894 -0.133 0.258 0.361
C -3.0141 0.6928 1.3367 -0.931 -0.009 0.092
H 3.5259 -0.6386 2.8270 0.236 0.029 -0.031
H 4.0472 -2.5178 -1.7173 -0.396 0.072 0.025
C -2.6563 -0.4664 2.1263 -1.392 0.085 1.344
H -3.8698 0.7694 0.6777 0.134 0.018 0.100
C 1.3548 -0.9840 -0.2990 0.962 0.154 1.917
N -0.7432 -0.3094 -1.1651 -0.813 -0.095 -1.084
H -3.2566 2.4622 -1.8265 0.390 0.125 -0.414
C 0.8432 -1.6259 -2.5715 2.039 -1.580 -1.767
C 2.9532 -0.7601 1.9216 -1.597 1.317 1.124
H -1.0726 -0.7522 3.6834 0.163 -0.115 -0.253
N 0.8665 -0.3994 0.8499 0.067 -0.351 -2.097
C -1.1582 1.2301 2.6364 -1.179 0.628 0.405
H -2.1044 2.7393 1.2462 0.076 -0.095 0.062
H 1.2994 0.3672 2.7504 0.178 -0.373 -0.242
H 0.1202 -1.6996 -3.3750 0.215 -0.023 -0.098
H -1.5313 -0.8445 -1.5139 -0.135 -0.307 -0.430
C 1.6772 -0.2153 1.9127 2.030 -0.544 1.334
H -0.7878 0.5633 -1.7069 -0.048 0.176 0.041
C -1.1650 2.8579 -1.7631 -0.334 -0.120 -0.395
C -2.2643 2.2535 -2.2464 0.303 0.430 0.196
H -3.1484 -1.4316 2.0641 0.101 0.172 0.254
H -0.3011 1.7667 3.0398 -0.323 -0.143 -0.109
H -0.1554 2.5958 -2.1196 -0.489 0.415 -0.078
C 3.0324 -2.1258 -1.6012 1.729 0.210 1.808
C -1.5440 -0.1160 2.9477 -0.897 0.267 0.613
C 0.4979 -1.0006 -1.3863 -0.225 0.310 0.795
Ir -1.0923 0.0839 0.8311 4.332 -1.554 -2.165
H 4.5042 -1.7320 0.7871 -0.288 -0.049 0.061
C 2.1331 -2.1844 -2.6688 -3.363 0.468 -1.806
H -1.2312 3.7094 -1.0714 0.065 -0.670 -0.024
C -2.0889 1.7397 1.6577 -0.537 1.211 1.270
```
Forces are in eV/Å.

**Total charge**: +2
**Spin multiplicity**: 5
**Energy above the lowest of the compared OMol25 structures with the same formula, charge and spin**: 0.00 kcal/mol
**Highest occupied orbital energy (spin up / spin down)**: -12.783 / -16.436 eV

Results of the natural (NBO) charge analysis, in e, for atoms 1 through 5:
1 H 0.212
2 C -0.069
3 C -0.160
4 H 0.265
5 C -0.316



[2]
This record from the OMol25 dataset describes 2 unconnected molecules or ions with the total composition C16H17N. The level of theory is ωB97M-V with the def2-TZVPD basis set.

Geometry as XYZ:
```
34
Properties=species:S:1:pos:R:3:forces:R:3
C 0.2486 2.8647 0.9993 -0.097 1.571 0.929
C 3.8240 -4.1188 1.4032 0.057 -0.820 1.063
H 1.2361 -2.9752 1.6106 0.393 -0.163 0.286
H -1.5940 0.0485 0.4205 0.190 -0.112 -0.079
C 1.1061 -2.1433 -0.3433 1.020 -0.949 2.395
C 3.7072 -2.9820 -0.7678 -0.602 0.474 -0.311
H 0.7414 0.9007 1.3422 -0.322 -0.681 -0.428
C -2.1821 2.0792 0.0525 -0.476 0.287 -0.252
C -3.9028 3.3021 -0.7372 -0.663 0.925 1.904
H 1.2406 3.1819 1.3038 0.019 -0.265 0.145
C -0.6984 3.8788 0.8575 -0.108 -1.341 -1.585
C 3.0837 -3.2454 0.4564 0.242 -0.364 0.079
H 3.2387 -4.5093 2.2447 -0.320 0.363 -0.206
C -0.0554 1.5076 0.9300 0.030 0.013 -0.104
C 1.7524 -1.8575 -1.5300 -1.365 0.699 -0.330
C -1.2880 1.0848 0.4436 0.516 0.276 0.450
C 1.8071 -2.7811 0.7143 -0.343 0.235 -1.907
H 3.6482 -1.8877 -2.5960 -0.309 -0.219 -0.361
H -3.3865 -0.0831 -1.0503 0.362 0.299 -0.198
H 4.6662 -3.6188 1.8841 0.234 -0.055 -0.318
C -4.1019 0.7295 -0.9353 -1.179 -0.391 -1.093
N -3.0205 4.1855 -0.0388 0.119 -1.137 -1.172
H -0.4841 4.9310 0.9676 0.122 0.017 0.167
H -2.9430 5.1737 -0.2220 -0.166 -0.143 -0.117
H -4.6157 0.8729 -1.8958 0.177 -0.298 0.031
H 4.1385 -5.0301 0.8881 0.408 0.216 -0.023
H -4.9265 3.6232 -0.8783 0.164 0.151 -0.615
C 3.0642 -2.2408 -1.7585 0.388 -0.061 1.067
H 4.6984 -3.3670 -0.9608 0.142 0.020 0.134
H 1.1582 -1.2993 -2.2470 0.376 -0.027 -0.281
C -1.8961 3.4313 0.2726 -0.064 1.038 1.136
C -3.5025 2.0289 -0.5544 1.415 -0.785 0.326
H -4.8684 0.2722 -0.3068 -0.026 0.554 0.541
H 0.1065 -1.9570 0.0313 -0.333 0.673 -1.270
```
Forces are in eV/Å.

**Spin multiplicity**: 1
**Energy above the lowest of the compared OMol25 structures with the same formula, charge and spin**: 25.30 kcal/mol
**SMILES**: Cc1c[nH]c2ccccc12.Cc1ccccc1
**Highest occupied orbital energy**: -7.977 eV

Results of the natural (NBO) charge analysis, in e, for atoms 1 through 5:
1 C -0.199
2 C -0.635
3 H 0.209
4 H 0.210
5 C -0.203



[3]
This record from the OMol25 dataset describes 2 unconnected molecules or ions with the total composition C16H17N. The level of theory is ωB97M-V with the def2-TZVPD basis set.

Geometry as XYZ:
```
34
Properties=species:S:1:pos:R:3:forces:R:3
H -1.1311 -2.2787 2.7131 -1.879 0.541 0.253
H 2.9912 4.1176 -0.0349 -1.606 0.618 0.173
H 1.0842 -4.1836 -2.3962 0.443 -0.486 -1.167
H -1.3848 -3.6259 -1.8266 1.138 -0.451 -0.360
C -0.6039 3.1684 -1.7293 -2.019 -0.938 -3.486
C 1.0238 3.2183 0.2869 -1.410 -3.479 0.436
C 1.8734 4.3537 0.0177 0.700 1.691 1.364
H -1.9533 -3.2074 0.5871 2.402 0.486 -2.116
C -0.8036 1.7433 0.0716 2.522 -0.059 2.396
C -0.2012 -2.6804 2.4900 1.846 0.983 -1.229
H -0.3173 3.9265 -2.4169 1.218 0.827 0.084
H 1.4902 4.8191 -0.8840 0.506 0.151 -0.319
C -2.5015 1.6233 -1.5926 0.899 -0.340 -0.211
C -0.0664 2.7849 -0.5509 -1.170 -0.275 0.495
H -0.2048 0.5862 1.6453 0.263 -2.081 1.257
C -0.8620 -3.1660 0.0616 -1.630 -0.032 4.766
C 1.4568 -3.2922 0.8709 -0.451 -1.371 -4.226
H 0.5639 -1.9709 2.7612 0.051 0.842 0.396
H 2.2751 -3.3289 1.5495 0.020 0.304 0.944
C -1.7122 2.4782 -2.3607 0.916 0.482 4.005
C 1.7446 -3.8055 -0.4465 -0.782 1.348 2.677
H 1.5571 5.0734 0.8576 1.350 -0.491 -1.149
H -3.5369 1.3155 -1.8624 1.164 -0.059 -0.090
H 1.5727 2.3919 2.2344 0.040 -0.352 -0.320
H -2.5231 0.4091 0.0201 -0.249 -1.121 1.589
C 0.1308 -2.9966 1.0558 -0.463 -0.067 1.570
C 0.8349 -3.8305 -1.4411 -1.393 -0.207 -0.160
H 0.0680 -3.4688 3.1168 -0.168 -1.722 1.011
C -0.5048 -3.5804 -1.1583 -1.599 0.553 -1.671
C 0.9853 2.3140 1.3194 0.138 0.913 0.973
N -0.1437 1.4872 1.3135 -0.100 2.631 -2.763
C -1.9115 1.1435 -0.3980 -2.239 0.987 -2.203
H -1.9294 2.7528 -3.3203 -0.913 0.831 -2.236
H 2.6394 -4.2911 -0.5538 2.454 -0.661 -0.682
```
Forces are in eV/Å.

**Spin multiplicity**: 1
**Energy above the lowest of the compared OMol25 structures with the same formula, charge and spin**: 66.81 kcal/mol
**SMILES**: Cc1c[nH]c2ccccc12.Cc1ccccc1
**Highest occupied orbital energy**: -7.628 eV

Results of the natural (NBO) charge analysis, in e, for atoms 1 through 5:
1 H 0.211
2 H 0.231
3 H 0.213
4 H 0.221
5 C -0.205



[4]
This record from the OMol25 dataset describes a single C16H17N5O3 molecule. The level of theory is ωB97M-V with the def2-TZVPD basis set.

Geometry as XYZ:
```
41
Properties=species:S:1:pos:R:3:forces:R:3
C 1.9249 0.9390 -0.3152 -0.166 0.421 0.398
H 0.1337 -2.3224 -3.8651 0.163 -0.012 0.049
H -0.2625 -2.1954 -1.0549 -0.061 -0.258 -0.090
H -2.1448 -1.6854 1.5145 0.207 0.051 0.148
H 0.9233 5.1629 3.8173 -0.093 -0.144 -0.074
C -1.1769 -3.9278 -0.2259 -0.184 -0.123 -0.161
C 0.8873 -2.7708 -3.2080 -0.469 -0.840 -0.438
N 1.0026 -0.8931 -1.6809 0.131 0.608 0.164
H -0.3662 2.5729 1.5519 -0.058 0.067 0.045
C -2.8005 -2.1960 0.8387 0.272 -0.565 -0.314
C 0.6976 1.2898 0.2384 0.331 -0.111 -0.169
C 2.0248 -0.1470 -1.2599 -0.410 -0.824 -0.611
O -3.5628 -3.6260 -0.6821 0.222 -0.414 -0.309
H -0.4913 4.9090 1.1085 -0.072 0.001 -0.072
C -4.1744 -1.9326 0.6208 -0.338 -0.266 -0.409
C 3.0685 1.6487 0.0557 -0.227 -0.092 -0.035
H -1.0532 5.8780 2.4786 -0.113 0.053 0.030
H 1.6141 -3.3182 -3.8103 -0.134 0.093 0.148
H -0.6150 -4.0063 0.7116 -0.143 -0.067 -0.108
N -0.3954 -3.1919 -1.2032 -0.203 0.187 0.378
N 3.1734 -0.5590 -1.8383 0.309 0.584 0.411
C -4.5805 -2.8343 -0.3132 -0.377 0.722 0.484
H -5.5316 -3.0087 -0.7755 -0.081 -0.111 -0.115
C 2.9758 2.6824 0.9562 -0.146 0.177 0.160
O 1.7841 4.0634 2.4009 0.246 -0.120 -0.145
H -0.1880 0.7431 -0.0495 -0.098 -0.022 -0.010
H -1.3443 -4.9261 -0.6378 0.053 0.074 0.168
H 4.0171 1.3715 -0.3761 0.117 0.009 -0.011
H 0.4614 6.2860 1.6602 0.024 0.088 -0.028
C -0.1758 5.4679 1.9862 0.290 -0.276 0.132
O 0.0744 -4.9403 -2.5637 -0.019 -0.404 -0.268
N 1.5865 -1.7430 -2.5084 0.329 0.814 0.498
H 3.8481 3.2412 1.2561 0.104 0.061 0.031
C 0.6016 2.3297 1.1423 -0.090 0.270 0.277
H -4.7706 -1.1805 1.0948 -0.198 0.126 0.056
H -0.0470 3.7601 3.3263 0.111 0.051 0.012
C 1.7421 3.0401 1.5126 0.173 -0.169 -0.160
C 0.5890 4.5745 2.9583 -0.410 0.252 0.067
N 2.8763 -1.5450 -2.6027 0.234 -0.848 -0.729
C -2.4784 -3.2427 0.0228 0.434 0.450 0.691
C 0.1524 -3.7676 -2.2819 0.340 0.506 -0.090
```
Forces are in eV/Å.

**Spin multiplicity**: 1
**Energy above the lowest of the compared OMol25 structures with the same formula, charge and spin**: 37.48 kcal/mol
**SMILES**: CCOc1ccc(-c2nnn(CC(=O)NCc3ccco3)n2)cc1
**Highest occupied orbital energy**: -8.497 eV

Results of the natural (NBO) charge analysis, in e, for atoms 1 through 5:
1 C -0.145
2 H 0.236
3 H 0.430
4 H 0.225
5 H 0.196



Among the records above, which one has the highest energy above the lowest of the compared OMol25 structures with the same formula, charge and spin? number 3



energy above the lowest of the compared OMol25 structures with the same formula, charge and spin of number 2 (C16H17N)? 25.30 kcal/mol



Which formula does entry 3 have? C16H17N



Which formula does entry 4 have? C16H17N5O3